Entry from OMol25: a structure of composition C6H18FNaO3S3Sn at a distorted geometry (ωB97M-V/def2-TZVPD).

ORCA input file:
```
! wB97M-V def2-TZVPD RIJCOSX def2/J DEFGRID3
* xyz 2 1
Na -0.522 -3.333 -0.389
Sn 0.391 -1.777 -3.666
F 0.529 -1.438 -1.306
C 2.352 1.553 -1.877
S 2.483 1.732 -3.674
O 1.286 0.859 -4.137
C 1.889 3.445 -3.736
H 3.206 1.009 -1.479
H 1.465 0.988 -1.583
H 2.179 2.519 -1.407
H 1.940 3.735 -4.788
H 2.600 4.125 -3.267
H 0.853 3.564 -3.429
C 0.519 -1.314 2.446
S 1.058 0.431 2.367
O 1.656 0.854 3.657
C 2.546 0.043 1.390
H 0.631 -1.850 1.502
H -0.514 -1.412 2.773
H 1.193 -1.780 3.168
H 2.167 -0.138 0.380
H 3.109 -0.753 1.873
H 3.214 0.898 1.291
C -2.697 -0.412 0.610
S -3.523 -2.009 0.865
O -2.476 -2.867 1.537
C -4.775 -1.604 2.084
H -2.481 0.035 1.582
H -3.377 0.247 0.069
H -1.730 -0.542 0.125
H -4.404 -1.190 3.021
H -5.182 -2.573 2.382
H -5.584 -1.045 1.618
*
```

Output
LUMO energy   -10.2 eV
Max |F|   3.691 eV/Å
Energy relative to the best compared isomer or geometry (same formula, charge and spin)   0.0 kJ/mol
HOMO level   -13.543 eV
HOMO-LUMO gap   3.316 eV